(1)
Formula: C31H24BCl5N9Tc
Source: the Open Molecules 2025 dataset
Level of theory: ωB97M-V/def2-TZVPD

Properties
**Spin multiplicity**: 3
**Kohn-Sham gap (alpha / beta)**: 7.014 / 6.206 eV
**Net charge**: +2
**Strongest force on any atom**: 0.0149 hartree/bohr
**Highest occupied orbital energy (alpha / beta)**: -0.51539 / -0.51558 Eh
**Calculated total energy**: -4094.663314 hartree
**LUMO level (alpha / beta)**: -7.01 / -7.82 eV

Structure (XYZ):
```
71
Properties=species:S:1:pos:R:3:forces:R:3:mulliken_charge:R:1
Tc 1.023144 0.737408 0.531374 0.51 -0.56 0.12 -0.72
C 2.156392 -2.625105 0.763963 0.03 0.04 -0.01 -1.47
C 0.694928 -2.348567 0.820349 -0.08 -0.11 0.07 0.23
C -0.325281 -3.252893 1.094425 0.11 0.07 -0.06 -1.46
C -1.469109 -2.490276 1.244748 0.10 0.06 0.08 -0.05
N -1.153682 -1.201804 1.063094 -0.22 -0.21 -0.15 0.47
N 0.171791 -1.104552 0.753972 0.08 0.02 0.06 0.72
B -1.859636 0.078020 1.562724 0.03 0.06 0.15 0.30
N -1.813959 1.117388 0.412289 -0.04 -0.01 -0.06 0.60
C -2.835959 1.723349 -0.181778 0.08 -0.09 0.11 0.13
C -2.345146 2.523536 -1.201617 0.09 0.01 -0.11 -1.79
C -0.973107 2.355711 -1.195430 -0.05 -0.13 0.19 0.45
C 0.004737 2.987756 -2.114253 0.02 0.08 -0.04 -1.36
N -0.648908 1.479512 -0.189954 -0.55 0.31 -0.32 0.59
N -0.958314 0.619207 2.715540 -0.10 -0.03 0.16 0.55
C -1.142964 0.625358 4.040851 0.06 0.01 -0.12 0.12
C 0.046056 0.976318 4.655574 0.03 -0.03 -0.02 -1.62
C 0.959859 1.155277 3.624023 0.00 0.01 0.21 0.59
C 2.407766 1.491125 3.733999 0.04 0.01 0.01 -1.55
N 0.335875 0.940622 2.448941 -0.23 0.21 -0.05 0.09
N -3.264267 -0.121150 2.003744 0.14 0.04 0.07 0.46
C -4.076521 0.749394 2.672402 -0.01 0.08 0.04 -0.28
C -5.354891 0.286070 2.571496 -0.02 -0.03 -0.03 -1.12
C -5.257187 -0.897093 1.790486 0.12 0.17 0.07 0.59
C -6.346952 -1.816299 1.369072 -0.06 -0.08 -0.03 -1.25
N -4.002663 -1.118775 1.445525 -0.21 -0.10 -0.09 -1.01
H 2.452954 -3.150778 1.672016 0.00 0.04 0.00 0.46
H 2.757307 -1.716946 0.695218 0.01 0.03 -0.04 0.17
H 2.405280 -3.265636 -0.074832 0.05 -0.09 -0.10 0.32
H -0.236606 -4.320260 1.207250 0.01 0.03 -0.01 0.57
H -2.485186 -2.754238 1.487764 0.04 -0.02 -0.03 0.69
H -3.844135 1.541252 0.157519 0.01 0.02 -0.04 0.50
H -2.913551 3.140931 -1.876094 0.02 -0.01 0.01 0.54
H -0.525179 3.413666 -2.963897 -0.02 0.02 0.04 0.45
H 0.711301 2.261647 -2.500565 0.12 -0.07 -0.07 0.22
H 0.550452 3.797435 -1.628107 0.05 0.00 0.04 0.26
H -2.099056 0.363562 4.463622 0.01 0.01 0.01 0.66
H 0.232156 1.069495 5.712219 0.00 0.00 -0.04 0.50
H 2.796977 1.100144 4.671861 0.01 0.02 0.00 0.42
H 2.569490 2.570325 3.735598 -0.01 -0.01 -0.01 0.30
H 3.001637 1.055973 2.927545 -0.01 0.00 0.02 0.32
H -3.690240 1.636155 3.153279 -0.01 -0.05 -0.01 0.63
H -6.240447 0.722852 3.001833 0.01 -0.02 -0.01 0.45
H -6.928213 -2.147942 2.228844 0.00 0.00 0.00 0.34
H -5.927984 -2.688423 0.871382 -0.03 0.00 -0.01 0.34
H -7.030569 -1.318221 0.681155 -0.01 0.00 0.01 0.28
Cl 2.290392 2.859086 0.726199 -0.09 -0.02 -0.13 -0.10
C 3.240010 2.887455 -0.751172 -0.12 -0.01 0.02 1.15
C 3.119685 1.813772 -1.625092 0.23 0.26 0.02 -0.82
C 3.819965 1.898917 -2.836937 0.01 -0.13 0.05 0.66
Cl 3.709441 0.610743 -3.960219 0.00 0.03 0.01 -0.18
C 4.608149 3.011228 -3.133615 0.03 0.02 -0.02 -0.06
Cl 5.449940 3.091691 -4.614386 -0.02 0.00 0.05 -0.12
C 4.710941 4.061803 -2.215350 -0.02 0.00 0.03 0.61
Cl 5.678510 5.413033 -2.568247 -0.01 0.01 0.02 -0.12
C 4.010850 4.006169 -1.002156 0.11 -0.03 -0.17 -0.42
Cl 4.106701 5.282773 0.124873 -0.03 0.01 0.04 -0.14
N -0.169743 -6.128942 -4.715944 0.04 0.10 0.06 -0.38
C 0.210951 -5.161215 -4.227689 -0.08 -0.21 -0.11 -0.22
C 0.681901 -3.957345 -3.608339 0.11 0.07 0.05 0.63
C -0.224055 -2.934478 -3.324644 0.03 0.07 0.03 -1.00
C 0.229095 -1.771623 -2.735426 -0.04 -0.07 0.00 -0.17
C 1.583790 -1.650943 -2.393316 -0.04 -0.05 -0.12 0.84
C 2.489820 -2.682889 -2.680921 0.02 0.03 0.07 -0.47
C 2.040407 -3.828616 -3.300724 -0.10 -0.02 0.00 -0.81
C 2.042998 -0.445892 -1.825829 -0.57 0.25 0.40 -0.66
C 2.303522 0.656879 -1.306463 0.41 -0.03 -0.32 0.96
H -1.266976 -3.055125 -3.582944 0.01 0.01 0.00 0.52
H -0.454240 -0.958632 -2.525196 -0.01 -0.01 0.00 0.52
H 3.536413 -2.567740 -2.430323 -0.01 0.00 -0.01 0.67
H 2.723141 -4.630638 -3.545310 0.00 0.01 0.00 0.51
```
Positions in Å, forces in eV/Å.


(2)
Formula: C2H10N4
Source: the Open Molecules 2025 dataset
Level of theory: ωB97M-V/def2-TZVPD

Properties
**Kohn-Sham gap**: 9.221 eV
**Net charge**: +2
**Strongest force on any atom**: 0.1158 hartree/bohr
**Highest occupied orbital energy**: -0.61976 Eh
**Calculated total energy**: -300.417137 hartree
**LUMO level**: -7.64 eV

Structure (XYZ):
```
16
Properties=species:S:1:pos:R:3:forces:R:3:mulliken_charge:R:1
C -7.603570 0.592246 0.854085 -0.42 1.67 0.03 -0.12
C 6.610418 -0.719738 -0.101520 -1.49 0.66 -2.77 -0.67
N -7.240670 0.478392 -0.371789 -0.35 -0.32 1.09 0.20
N 7.899439 1.243756 -0.277854 -3.97 -3.06 -2.04 -0.37
N -6.650893 -0.677350 -0.823250 0.73 -0.16 -2.29 -0.55
N 7.477425 0.305154 0.328515 3.29 -1.43 4.75 0.28
H -7.918572 1.612466 1.181904 0.04 -1.13 -0.35 0.26
H -7.595127 -0.223296 1.568227 0.27 -0.08 -0.24 0.28
H 5.798601 -0.882392 0.579614 -0.50 0.26 0.26 0.31
H 6.370514 -0.514235 -1.155446 -0.78 0.23 0.44 0.36
H 7.139178 -1.621046 -0.202314 1.27 -1.24 0.49 0.36
H -7.386228 1.335526 -0.940405 0.65 -1.04 -0.22 0.32
H 8.638155 1.769796 -0.002277 2.99 2.10 2.15 0.28
H -7.056879 -1.538054 -0.490781 -0.39 0.12 0.47 0.30
H -6.441807 -0.790422 -1.850223 -0.58 0.95 1.50 0.31
H 7.960017 -0.370806 1.703513 -0.76 2.48 -3.28 0.44
```
Positions in Å, forces in eV/Å.


(3)
Formula: CH4IN2S
Source: the Open Molecules 2025 dataset
Level of theory: ωB97M-V/def2-TZVPD

Properties
**Kohn-Sham gap**: 7.361 eV
**Net charge**: +1
**Strongest force on any atom**: 0.1347 hartree/bohr
**Highest occupied orbital energy**: -0.45090 Eh
**Calculated total energy**: -845.576797 hartree
**LUMO level**: -4.91 eV

Structure (XYZ):
```
9
Properties=species:S:1:pos:R:3:forces:R:3:mulliken_charge:R:1
C -1.324910 -0.827938 0.289046 2.58 -0.22 4.57 0.47
N -1.540612 -0.452549 -0.935031 -0.79 -0.22 0.43 -0.33
N -1.008924 -1.060476 1.420598 -2.08 1.02 -6.52 -0.10
S 2.848134 0.998443 -0.757208 0.54 -0.63 -1.60 -0.28
I 1.793601 0.825418 1.287555 -0.12 0.51 0.97 0.11
H -0.858240 -0.113393 -1.642601 -0.25 -0.46 1.12 0.30
H -2.534157 -0.367984 -1.151265 0.26 0.02 -0.36 0.28
H 3.350119 2.236594 -0.862580 -0.24 0.26 0.62 0.20
H -0.725011 -1.238114 2.351487 0.10 -0.29 0.78 0.36
```
Positions in Å, forces in eV/Å.


(4)
Formula: C3H11NO3
Source: the Open Molecules 2025 dataset
Level of theory: ωB97M-V/def2-TZVPD

Properties
**Kohn-Sham gap**: 9.897 eV
**Net charge**: 0
**Strongest force on any atom**: 0.0292 hartree/bohr
**SMILES**: C=CN=C.O.O.O
**Highest occupied orbital energy**: -0.34147 Eh
**Calculated total energy**: -401.308560 hartree
**LUMO level**: 0.60 eV

Structure (XYZ):
```
18
Properties=species:S:1:pos:R:3:forces:R:3:mulliken_charge:R:1
C -1.232141 1.102911 -0.362767 -0.70 -0.15 -0.89 -0.66
C -1.570962 0.369185 0.692365 0.90 0.47 0.62 0.12
N -0.671415 0.113228 1.758129 -0.45 -1.07 -0.63 -0.44
C 0.372887 -0.589394 1.630860 0.03 1.22 0.88 -0.11
H -0.223629 1.210643 -0.728640 0.26 0.37 0.63 0.11
H -1.962895 1.570303 -1.016698 -0.18 -0.51 0.01 0.23
H -2.563169 0.033594 0.963963 -0.25 0.44 -0.23 0.36
H 0.912828 -0.678551 2.564487 0.51 -0.36 -0.06 0.28
H 0.835820 -0.921689 0.709471 -0.32 -0.45 -0.21 0.12
O 1.414148 2.667907 0.065951 0.13 -0.11 -0.12 -0.63
H 0.543621 2.768977 0.465780 0.06 0.08 0.09 0.33
H 1.961304 3.388414 0.391850 -0.09 -0.01 0.05 0.29
O -0.713773 -2.761365 -1.220088 -0.37 0.07 0.05 -0.66
H -0.139435 -2.064212 -0.880310 0.16 -0.26 -0.11 0.36
H -0.195842 -3.284368 -1.837063 0.19 0.06 0.10 0.32
O 1.539492 -0.833628 -1.476906 -0.05 0.06 0.06 -0.71
H 1.526430 0.067994 -1.128106 0.11 -0.02 -0.15 0.32
H 0.840287 -0.858785 -2.139922 0.06 0.16 -0.10 0.36
```
Positions in Å, forces in eV/Å.


Looking at energy above the lowest of the compared OMol25 structures with the same formula, charge and spin for the records above, in order, we have 0.00 92.50 43.59 65.57 kcal/mol.